No. 1
# C36H46B2BaF4N9O8

C36H46B2BaF4N9O8 as an isolated structure (ωB97M-V with the def2-TZVPD basis set, OMol25).

```
106
C36H46B2BaF4N9O8, DFT ωB97M-V with the def2-TZVPD basis set
Ba -1.37 0.83 1.19
C -5.98 -0.87 -0.05
C -4.74 -0.42 0.65
N -3.60 -0.28 0.09
O -3.54 -0.54 -1.27
B -3.68 0.71 -2.10
F -4.89 1.33 -1.80
F -3.57 0.28 -3.41
O -2.56 1.70 -1.93
N -2.55 2.33 -0.69
C -3.25 3.38 -0.55
C -4.00 4.07 -1.64
C -3.35 3.89 0.86
N -2.91 3.08 1.75
O -3.08 3.43 3.05
B -2.89 2.26 3.95
F -1.60 1.67 3.63
F -2.93 2.69 5.24
O -3.91 1.20 3.76
N -3.81 0.63 2.53
C -4.84 0.03 2.08
C -6.13 -0.11 2.83
C -4.01 5.19 1.18
H -5.73 -1.29 -1.01
H -6.52 -1.59 0.56
H -6.63 -0.01 -0.21
H -3.74 3.65 -2.60
H -5.07 3.94 -1.49
H -3.79 5.14 -1.62
H -6.02 0.30 3.83
H -6.93 0.43 2.31
H -6.43 -1.15 2.89
H -4.81 5.42 0.48
H -4.42 5.16 2.19
H -3.28 6.01 1.15
C 4.44 -2.22 -4.96
O 4.28 -1.25 -3.93
C 5.37 -0.93 -3.19
C 6.63 -1.48 -3.34
C 7.66 -1.06 -2.50
C 7.45 -0.11 -1.52
C 6.19 0.44 -1.37
C 5.15 0.03 -2.19
N 3.84 0.59 -2.05
C 2.83 -0.21 -1.68
N 2.97 -1.37 -1.02
C 1.70 -1.90 -0.80
C 0.79 -1.02 -1.34
C -0.58 -1.24 -1.30
C -0.98 -2.39 -0.65
C -0.07 -3.28 -0.06
C 1.30 -3.05 -0.13
O 2.29 -3.81 0.40
C 1.89 -4.97 1.12
N 1.53 0.05 -1.87
C 0.98 1.25 -2.42
C 1.15 2.45 -1.75
C 0.58 3.61 -2.26
C -0.16 3.53 -3.42
C -0.35 2.33 -4.09
C 0.23 1.17 -3.60
O 0.12 -0.05 -4.15
C -0.82 -0.21 -5.21
H 3.46 -2.33 -5.42
H 4.75 -3.18 -4.54
H 5.17 -1.89 -5.70
H 6.83 -2.22 -4.10
H 8.65 -1.50 -2.63
H 8.26 0.21 -0.88
H 5.98 1.19 -0.61
H 3.57 1.35 -2.67
H 3.85 -1.80 -0.80
H -1.30 -0.58 -1.78
H -2.04 -2.61 -0.61
H -0.44 -4.17 0.43
H 2.81 -5.43 1.47
H 1.36 -5.67 0.47
H 1.26 -4.71 1.97
H 1.74 2.47 -0.83
H 0.71 4.55 -1.74
H -0.63 4.43 -3.82
H -0.96 2.30 -4.98
H -0.83 -1.28 -5.44
H -0.51 0.35 -6.09
H -1.82 0.10 -4.89
C -1.13 -1.72 3.62
N 0.26 -1.56 4.02
C 0.59 -1.95 5.39
C 1.85 -1.24 5.85
C 2.93 -1.42 4.81
N 2.45 -0.94 3.52
C 3.44 -0.44 2.59
C 1.14 -1.00 3.16
O 0.76 -0.58 2.04
H -1.73 -0.83 3.84
H -1.55 -2.56 4.17
H -1.19 -1.96 2.56
H 0.72 -3.03 5.44
H -0.25 -1.68 6.03
H 2.17 -1.65 6.81
H 1.64 -0.18 5.99
H 3.24 -2.46 4.74
H 3.81 -0.83 5.07
H 3.89 0.49 2.96
H 2.97 -0.24 1.63
H 4.23 -1.18 2.46
```

Gap between HOMO and LUMO ... 8.3 eV
Net charge ... +1
ΔE to the lowest compared entry with this formula, charge and spin ... 0.008 eV


No. 2
# C36H46BiFN8O9

C36H46BiFN8O9 as an isolated structure (ωB97M-V with the def2-TZVPD basis set, OMol25).

```
101
C36H46BiFN8O9, DFT ωB97M-V with the def2-TZVPD basis set
Bi 2.10 0.64 -1.86
O 5.63 3.90 -2.03
C 4.89 2.80 -2.02
O 3.68 2.82 -2.10
C 5.71 1.55 -1.86
C 7.09 1.56 -1.96
C 7.76 0.36 -1.82
C 7.04 -0.78 -1.55
C 5.65 -0.69 -1.45
N 5.00 0.45 -1.64
C 4.76 -1.88 -1.16
O 5.35 -2.97 -0.65
O 3.58 -1.88 -1.35
H 5.04 4.67 -2.11
H 7.62 2.49 -2.15
H 8.84 0.32 -1.92
H 7.55 -1.73 -1.47
H 6.28 -2.83 -0.45
F -3.92 -2.40 4.21
C -3.26 -1.22 4.07
C -2.49 -1.03 2.96
C -1.83 0.18 2.76
C -1.03 0.38 1.54
O -0.97 -0.50 0.67
C -0.32 1.64 1.48
C -0.48 2.55 2.47
N -1.30 2.39 3.55
C -1.44 3.47 4.50
C -2.77 4.17 4.60
C -1.60 4.86 3.99
C -1.96 1.19 3.72
C -2.73 0.96 4.87
C -3.40 -0.24 5.06
N -4.17 -0.41 6.24
C -5.18 0.58 6.55
C -5.15 0.85 8.06
N -4.61 -0.40 8.72
C -5.19 -1.62 8.07
C -4.60 -1.74 6.66
C 0.66 1.93 0.38
O 1.84 2.16 0.67
O 0.17 1.84 -0.79
H -2.39 -1.80 2.22
H 0.08 3.48 2.46
H -0.87 3.33 5.41
H -3.11 4.48 5.58
H -3.55 3.83 3.93
H -1.11 5.65 4.55
H -1.61 5.01 2.92
H -2.79 1.72 5.64
H -6.18 0.24 6.24
H -4.99 1.51 6.01
H -6.14 1.04 8.47
H -4.48 1.66 8.32
H -4.78 -0.38 9.72
H -3.60 -0.41 8.57
H -6.27 -1.48 8.07
H -4.96 -2.49 8.69
H -5.35 -2.19 6.01
H -3.73 -2.41 6.68
N 2.52 -4.93 -2.67
C 1.30 -4.89 -3.47
C 0.39 -3.80 -2.95
O -0.68 -3.54 -3.47
O 0.84 -3.15 -1.91
H 3.34 -4.70 -3.21
H 2.66 -5.82 -2.23
H 1.75 -3.53 -1.72
H 0.75 -5.83 -3.45
H 1.49 -4.66 -4.52
N -2.54 -1.59 -3.44
C -1.96 -0.29 -3.94
C -1.17 0.39 -2.83
N -0.17 -0.50 -2.27
H -3.20 -1.98 -4.10
H -3.01 -1.47 -2.54
H -1.75 -2.29 -3.33
H -2.77 0.34 -4.30
H -1.31 -0.54 -4.78
H -1.80 0.76 -2.02
H -0.70 1.26 -3.28
H 0.19 -1.18 -2.92
H -0.42 -0.91 -1.37
C 2.67 -2.03 -5.19
C 1.81 -0.93 -5.75
C 1.19 -1.07 -6.98
C 0.44 -0.04 -7.53
C 0.33 1.15 -6.83
C 0.93 1.33 -5.59
C 0.82 2.67 -4.91
C 1.67 0.27 -5.02
N 2.23 0.34 -3.77
H 2.57 -2.93 -5.79
H 2.43 -2.24 -4.14
H 3.72 -1.74 -5.18
H 1.32 -2.00 -7.52
H -0.03 -0.16 -8.50
H -0.22 1.97 -7.26
H 0.93 3.48 -5.64
H 1.59 2.80 -4.15
H -0.15 2.82 -4.43
```

Gap between HOMO and LUMO ... 5.6 eV
Net charge ... +2
ΔE to the lowest compared entry with this formula, charge and spin ... 0.287 eV


No. 3
# C36H46Br4N3O4SbTi

C36H46Br4N3O4SbTi as an isolated structure in a non-equilibrium geometry (ωB97M-V with the def2-TZVPD basis set, OMol25).

```
95
C36H46Br4N3O4SbTi, DFT ωB97M-V with the def2-TZVPD basis set
Ti -1.08 -0.45 -1.11
C 1.47 -2.94 -3.63
N 1.37 -1.70 -2.88
C 2.22 -1.73 -1.70
C 1.82 -2.75 -0.63
C 0.32 -2.88 -0.32
N -0.36 -1.69 0.14
C -0.97 -1.75 1.33
C -1.98 -0.87 1.81
C -2.73 -1.24 2.94
C -3.86 -0.55 3.33
C -4.30 0.54 2.58
C -3.57 0.95 1.48
C -2.40 0.30 1.09
O -1.70 0.75 0.07
C 1.67 -0.57 -3.75
C 0.50 -0.23 -4.69
C -0.15 1.15 -4.50
N -1.42 1.06 -3.81
C -1.64 1.66 -2.72
C -0.64 2.51 -2.03
C -0.65 3.89 -2.13
C 0.45 4.64 -1.73
C 1.59 3.99 -1.29
C 1.61 2.62 -1.15
C 0.47 1.85 -1.46
O 0.47 0.56 -1.27
H 0.84 -2.88 -4.51
H 2.51 -3.13 -3.96
H 1.14 -3.78 -3.03
H 3.28 -1.95 -1.99
H 2.19 -0.74 -1.26
H 2.15 -3.75 -0.93
H 2.35 -2.48 0.29
H -0.20 -3.22 -1.23
H 0.23 -3.68 0.44
H -0.80 -2.65 1.93
H -2.44 -2.12 3.49
H -4.43 -0.88 4.18
H -5.22 1.04 2.84
H -3.91 1.78 0.88
H 1.90 0.29 -3.12
H 2.57 -0.79 -4.35
H 0.82 -0.32 -5.73
H -0.28 -0.95 -4.51
H 0.54 1.86 -4.01
H -0.41 1.55 -5.49
H -2.67 1.62 -2.33
H -1.52 4.39 -2.56
H 0.42 5.72 -1.81
H 2.48 4.57 -1.08
H 2.50 2.10 -0.86
Br -6.36 -4.64 -2.84
C -4.78 -3.60 -2.87
C -4.00 -3.56 -4.01
Br -4.54 -4.52 -5.55
C -2.81 -2.82 -4.04
Br -1.78 -2.87 -5.63
C -2.40 -2.09 -2.93
O -1.31 -1.41 -2.75
C -3.27 -2.06 -1.79
O -2.87 -1.29 -0.84
C -4.41 -2.86 -1.76
Br -5.38 -2.91 -0.14
C -1.21 2.77 2.86
C 0.27 2.64 3.16
C 0.52 2.67 4.65
Sb 1.11 0.86 2.04
C 3.12 1.91 1.86
C 4.12 1.01 1.15
C 3.73 2.47 3.13
C 1.72 -0.37 3.85
C 0.50 -0.96 4.54
C 2.63 -1.51 3.41
H -1.62 3.69 3.29
H -1.76 1.93 3.28
H -1.39 2.78 1.78
H 0.80 3.48 2.69
H -0.14 1.96 5.16
H 0.30 3.66 5.05
H 1.55 2.43 4.90
H 2.87 2.75 1.20
H 4.58 0.33 1.86
H 4.92 1.59 0.68
H 3.64 0.41 0.38
H 3.90 1.69 3.86
H 3.08 3.23 3.57
H 4.69 2.94 2.91
H 2.25 0.28 4.55
H -0.03 -1.62 3.86
H -0.19 -0.19 4.86
H 0.80 -1.54 5.42
H 3.57 -1.13 3.02
H 2.15 -2.10 2.64
H 2.85 -2.17 4.25
```

Gap between HOMO and LUMO (spin up / spin down) ... 5.7 / 7.2 eV
2S+1 ... 2
Net charge ... -1


No. 4
# C36H46CaF12N4O26S4

C36H46CaF12N4O26S4 as an isolated structure in a non-equilibrium geometry (ωB97M-V with the def2-TZVPD basis set, OMol25).

```
129
C36H46CaF12N4O26S4, DFT ωB97M-V with the def2-TZVPD basis set
Ca -1.90 2.40 1.47
C -1.42 8.06 3.77
F -1.38 8.96 2.81
F -0.31 7.21 3.74
F -1.39 8.71 4.93
S -3.05 7.02 3.55
O -2.80 5.61 3.89
O -4.12 7.67 4.30
N -3.09 6.83 1.87
S -4.12 7.94 1.41
O -5.50 7.41 1.22
O -3.98 9.23 2.10
C -3.51 8.35 -0.40
F -3.39 7.27 -1.00
F -4.48 9.20 -0.92
F -2.36 8.94 -0.21
C 3.19 0.82 -1.04
F 2.75 -0.47 -0.85
F 3.61 1.37 0.07
F 4.21 0.61 -1.85
S 1.83 1.96 -1.87
O 1.37 2.91 -0.91
O 2.48 2.41 -3.08
N 0.51 0.91 -1.90
S 0.28 0.32 -3.30
O -0.78 0.99 -3.99
O 1.50 -0.02 -3.97
C -0.35 -1.47 -2.76
F -1.14 -1.53 -1.69
F -1.04 -1.94 -3.81
F 0.62 -2.28 -2.58
C -12.12 1.02 -2.21
C -11.36 1.13 -0.91
C -11.13 -0.31 -0.28
O -9.71 -0.44 -0.26
C -9.15 0.60 -0.85
O -7.95 0.89 -0.80
O -10.07 1.33 -1.36
H -12.05 1.97 -2.72
H -13.16 0.86 -1.94
H -11.79 0.26 -2.92
H -11.68 1.83 -0.14
H -11.55 -1.12 -0.88
H -11.60 -0.31 0.70
C -7.00 -3.46 8.17
C -5.40 -3.40 7.99
C -4.83 -4.52 7.21
O -4.44 -3.99 6.07
C -4.61 -2.68 6.03
O -4.33 -1.97 5.07
O -5.06 -2.30 7.18
H -7.50 -4.15 7.49
H -7.61 -2.59 7.94
H -7.28 -3.73 9.19
H -4.99 -3.24 8.99
H -5.61 -5.25 6.97
H -3.99 -4.87 7.82
C -7.92 -6.92 -2.71
C -8.02 -6.15 -4.03
C -7.56 -6.97 -5.16
O -8.68 -7.08 -5.85
C -9.71 -6.55 -5.32
O -10.87 -6.69 -5.77
O -9.30 -5.85 -4.29
H -8.28 -6.35 -1.85
H -6.87 -7.08 -2.47
H -8.36 -7.91 -2.76
H -7.43 -5.24 -3.93
H -7.11 -7.85 -4.71
H -6.91 -6.39 -5.82
C 2.42 -2.12 -12.11
C 1.61 -3.47 -11.93
C 1.06 -3.79 -10.56
O -0.27 -3.83 -10.76
C -0.62 -3.42 -11.99
O -1.83 -3.28 -12.44
O 0.44 -3.25 -12.71
H 2.51 -1.74 -13.13
H 3.40 -2.37 -11.69
H 1.92 -1.34 -11.54
H 2.10 -4.29 -12.44
H 1.26 -2.92 -9.93
H 1.53 -4.71 -10.21
C 2.47 -4.12 7.31
C 1.86 -2.73 7.45
C 2.58 -1.72 8.25
O 2.58 -0.57 7.40
C 1.95 -0.80 6.27
O 1.60 -0.02 5.41
O 1.74 -2.11 6.16
H 1.82 -4.75 6.70
H 2.68 -4.60 8.26
H 3.44 -3.93 6.85
H 0.91 -2.78 7.98
H 3.59 -2.14 8.29
H 1.97 -1.58 9.14
C 8.93 -3.79 2.37
C 8.02 -4.37 3.47
C 8.19 -5.89 3.84
O 8.89 -5.74 5.14
C 8.80 -4.45 5.55
O 9.07 -4.00 6.68
O 8.33 -3.69 4.66
H 8.68 -4.29 1.44
H 9.99 -3.84 2.61
H 8.71 -2.72 2.32
H 7.09 -4.23 2.92
H 8.94 -6.41 3.25
H 7.27 -6.41 3.59
N 5.85 8.51 1.50
C 6.42 9.62 0.88
C 7.72 9.67 1.40
C 7.81 8.79 2.49
C 6.76 7.94 2.36
H 4.90 8.18 1.39
H 5.86 10.27 0.22
H 8.42 10.45 1.16
H 8.66 8.57 3.13
H 6.63 7.08 3.01
N 13.58 4.84 -3.86
C 13.02 3.59 -4.25
C 11.89 3.36 -3.66
C 11.63 4.56 -2.99
C 12.75 5.42 -3.01
H 14.47 5.19 -4.19
H 13.58 2.83 -4.79
H 11.34 2.44 -3.73
H 10.79 4.64 -2.31
H 13.04 6.34 -2.53
```

Gap between HOMO and LUMO ... 2.3 eV
ΔE to the lowest compared entry with this formula, charge and spin ... 4.230 eV


| no. | DFT total energy (eV) |
| --- | --- |
| 1 | -80790.6440 |
| 2 | -76972.0275 |
| 3 | -360564.9146 |
| 4 | -191648.1394 |